Density functional theory data (wB97M-V/def2-TZVPD) for a 2-piece molecular cluster, C3H4ClN overall in a non-equilibrium geometry.

Geometry (Å):
C1 -0.826 1.484 0.036
C2 1.175 -0.776 -0.178
C3 -1.138 0.270 -0.138
N1 1.165 -1.935 0.125
Cl1 -2.565 -0.493 0.010
H1 -1.505 2.296 -0.034
H2 0.138 1.907 0.241
H3 1.830 -0.003 -0.517
H4 1.726 -2.751 0.454

The energy relative to the best compared isomer or geometry (same formula, charge and spin) is 5.0996 eV. The HOMO energy (alpha / beta) is -0.28155 / -0.26852 Eh. The total energy is -17182.63531 eV.

---

Density functional theory data (wB97M-V/def2-TZVPD) for C3H4ClN in the gas phase in a non-equilibrium geometry.

Geometry (Å):
C1 1.435 -0.610 0.257
C2 0.515 0.116 -0.503
C3 -1.033 0.389 0.282
N1 2.151 -1.290 0.843
Cl1 -1.923 -1.264 0.277
H1 0.700 1.161 -0.632
H2 0.458 -0.341 -1.408
H3 -1.643 1.075 -0.362
H4 -0.660 0.763 1.245

The energy relative to the best compared isomer or geometry (same formula, charge and spin) is 0.7554 eV. The HOMO energy is -0.39742 Eh. The total energy is -17186.97947 eV.